# 1
Here is a cluster of 2 separate species, C7H14 in total from the Open Molecules 2025 dataset. Energies are from ωB97M-V/def2-TZVPD.

XYZ file:
```
21
C7H14 (ωB97M-V/def2-TZVPD)
H -1.601 -1.124 -1.481
H -1.599 2.023 0.610
C -0.627 0.191 -0.041
C -1.590 -0.061 -1.213
H -0.438 -0.425 2.047
H -1.020 -1.708 0.966
H -1.281 0.508 -2.097
H 1.286 -1.991 -1.821
C -0.597 1.678 0.327
H 2.562 0.539 2.196
H -0.249 2.288 -0.514
C 1.893 0.019 -0.993
H -2.102 -0.382 1.442
C 1.540 -1.439 -0.908
H -2.611 0.236 -0.946
C 0.724 -0.242 -0.506
H 0.076 1.852 1.174
H 2.001 -2.070 -0.141
H 2.641 0.729 -1.310
C -1.068 -0.634 1.176
H 2.059 0.015 2.032
```

Results
LUMO energy ... 1.00 eV
Kohn-Sham gap ... 0.3684 Ha
Energy relative to the best compared isomer or geometry (same formula, charge and spin) ... 75.9 kcal/mol
Energy ... -274.99527 a.u.

***

# 2
Here is a structure of composition C27H31BrClN6O6RuTe4 from the Open Molecules 2025 dataset. Energies are from ωB97M-V/def2-TZVPD.

XYZ file:
```
77
C27H31BrClN6O6RuTe4 (ωB97M-V/def2-TZVPD)
C -0.643 0.928 -2.804
H 6.178 4.287 -0.191
C 5.757 0.451 -5.288
C 6.019 5.299 -0.559
C -0.837 0.757 2.966
H 7.852 5.330 -2.408
C 5.454 6.729 -2.534
H -2.069 1.254 -4.645
C 3.224 4.835 -1.609
H -1.202 2.697 0.402
H -3.025 4.170 4.323
H -4.993 -0.063 -1.754
O -0.630 1.283 -3.992
C 3.279 3.189 -4.355
H -4.579 -1.088 0.728
H 2.909 3.461 -5.347
H 6.946 4.942 -3.859
C 6.983 4.787 -2.780
N -1.985 0.283 -0.834
H 2.390 3.094 -3.728
H 7.166 3.728 -2.589
C 3.390 0.714 -3.865
C -3.237 -0.016 -0.544
C 4.180 4.335 -3.872
H 2.423 5.010 -2.327
H 3.701 5.284 -4.126
Te 2.758 -3.273 1.658
C 2.600 2.843 1.160
H 5.212 5.735 0.030
H 2.460 0.805 -3.313
C -1.963 3.138 2.358
C 5.176 -0.650 -4.680
H -1.532 1.044 4.985
H -2.934 -0.886 1.354
N 3.191 3.888 0.635
H 3.390 5.762 -1.068
Br -0.051 -0.920 3.333
H 5.586 2.538 -5.673
C -2.053 2.663 3.666
H 5.261 6.779 -3.607
C 4.506 4.359 -2.364
N -4.002 0.099 -1.650
H -4.061 0.481 1.362
C 3.992 -0.530 -3.975
C -1.299 2.369 1.429
H 2.763 2.538 2.181
H 3.548 -1.398 -3.510
Ru 0.380 -0.066 0.021
O 0.371 0.837 -2.047
N 1.805 2.159 0.296
C 5.724 5.296 -2.063
H 6.919 5.886 -0.368
H 5.105 4.313 -4.448
H 1.439 2.616 -1.758
C -1.477 1.439 3.982
Te 0.761 -4.542 0.339
Te 2.886 -0.907 0.440
O -5.002 0.517 -4.173
C -1.947 0.586 -2.168
O -3.015 1.125 -4.983
O -2.678 3.333 4.652
N 2.734 3.888 -0.635
Cl 5.946 -2.204 -4.809
H 5.366 2.600 -2.476
C 5.136 1.686 -5.177
C 1.907 2.863 -0.820
C -3.815 0.709 -4.031
H -2.397 4.088 2.072
C 3.951 1.840 -4.460
N -0.739 1.192 1.717
Te -0.705 -2.561 -0.563
C -3.204 0.487 -2.696
O 4.773 3.056 -1.868
C -3.738 -0.399 0.802
H 6.331 7.345 -2.331
H 6.675 0.338 -5.847
H 4.612 7.189 -2.013
```

Results
LUMO energy (spin up / spin down) ... -0.38 / -2.17 eV
Kohn-Sham gap (spin up / spin down) ... 0.2362 / 0.1886 Ha
Energy relative to the best compared isomer or geometry (same formula, charge and spin) ... 0.0 kcal/mol
Multiplicity ... 6
Energy ... -6028.73865 a.u.

***

Number 2 is which compound? C27H31BrClN6O6RuTe4

***

The lowest energy belongs to which entry? C27H31BrClN6O6RuTe4

***

Which of these has the lowest energy? C27H31BrClN6O6RuTe4